Record 1
Formula: H24O12
Source: the OMol25 dataset
Level of theory: the ωB97M-V functional and the def2-TZVPD basis

As for the spin multiplicity: 1. Its relative energy (zero: lowest compared OMol25 entry of this formula, charge and spin) is 98.72 kcal per mole. For the HOMO-LUMO gap, the calculation gives 9.54 eV. Its total energy is -24957.41348 eV. The largest force on an atom is 3.0 eV/Å.

Each line ends with the natural charge from an NBO analysis.
CARTESIAN COORDINATES (ANGSTROEM)
H1 -0.4758 -0.3398 1.1985  0.47
H2 0.2899 0.4825 0.1750  0.47
H3 -2.9120 -4.4310 3.9903  0.47
H4 -2.3166 -3.1532 3.4223  0.47
H5 4.4314 0.9968 3.6249  0.47
H6 3.0437 1.3041 3.0865  0.46
H7 1.8983 -1.9167 0.7562  0.47
H8 3.4060 -2.0887 0.6710  0.46
H9 2.8771 2.4459 -2.7481  0.46
H10 3.0485 1.7202 -4.0725  0.47
H11 2.4682 3.4750 0.3383  0.46
H12 1.8355 4.1507 -0.8672  0.46
H13 -3.4285 -1.4506 0.6137  0.46
H14 -2.1018 -2.0529 0.1810  0.49
H15 0.8608 5.9721 -0.1520  0.45
H16 0.5789 4.9039 0.8917  0.46
H17 -0.3745 -3.8561 -2.3672  0.47
H18 1.0438 -4.3979 -2.2972  0.47
H19 1.8761 -0.6247 -3.5585  0.46
H20 2.6431 -0.0746 -2.3671  0.46
H21 -3.8326 1.1456 -0.0603  0.48
H22 -4.4610 0.9126 -1.4245  0.48
H23 -4.7333 -0.7792 -0.1764  0.47
H24 -5.0577 -1.6234 1.0452  0.46
O1 -0.3078 -0.2696 0.2520  -0.94
O2 -2.0915 -4.0641 3.6423  -0.94
O3 3.5003 0.7872 3.7597  -0.93
O4 2.6171 -2.0172 0.1220  -0.94
O5 2.3773 2.1082 -3.4999  -0.93
O6 2.3260 4.3413 -0.0597  -0.92
O7 -2.7878 -2.1296 0.8537  -0.96
O8 0.9534 5.7860 0.7891  -0.91
O9 0.2278 -4.4677 -2.8055  -0.94
O10 1.7847 -0.4340 -2.6181  -0.92
O11 -3.7905 0.5628 -0.8269  -0.94
O12 -5.4167 -0.9239 0.4877  -0.95

---

Record 2
Formula: H24O12
Source: the OMol25 dataset
Level of theory: the ωB97M-V functional and the def2-TZVPD basis

As for the spin multiplicity: 1. Its relative energy (zero: lowest compared OMol25 entry of this formula, charge and spin) is 66.02 kcal per mole. For the HOMO-LUMO gap, the calculation gives 10.66 eV. Its total energy is -24958.83157 eV. The largest force on an atom is 0.9 eV/Å.

Each line ends with the natural charge from an NBO analysis.
CARTESIAN COORDINATES (ANGSTROEM)
H1 -1.1535 0.4949 -0.9301  0.49
H2 0.2327 1.1026 -1.0678  0.46
H3 0.1629 2.0069 3.6963  0.46
H4 0.8998 1.4791 2.4762  0.48
H5 -1.4115 3.4083 1.9662  0.47
H6 -1.7810 3.9529 3.3362  0.46
H7 2.0326 0.9017 0.1605  0.47
H8 2.2024 -0.4252 0.8820  0.47
H9 -3.1500 -3.6180 0.8379  0.47
H10 -2.6855 -2.1711 0.8663  0.49
H11 -4.5105 2.2503 -2.4124  0.47
H12 -5.7554 1.5507 -1.8921  0.47
H13 1.8205 -1.4014 -1.2787  0.47
H14 2.1395 -2.8846 -1.3699  0.48
H15 4.2779 2.5348 -2.9716  0.47
H16 2.8877 3.1264 -3.1378  0.47
H17 -1.3199 -1.1948 -2.5566  0.48
H18 -2.7839 -0.9635 -2.8932  0.48
H19 0.1179 -2.2191 0.4287  0.49
H20 0.1653 -3.7337 0.3109  0.49
H21 -0.8318 -1.3673 3.2363  0.49
H22 0.0616 -1.9607 2.1594  0.47
H23 4.3178 0.4771 0.2118  0.46
H24 3.9314 -0.8304 0.8833  0.45
O1 -0.2178 0.2799 -0.8460  -0.95
O2 0.0139 1.5941 2.8382  -0.95
O3 -2.1027 3.3727 2.6370  -0.93
O4 1.6522 0.3660 0.8656  -0.94
O5 -2.8782 -2.8956 0.2606  -0.96
O6 -5.0518 1.4639 -2.5450  -0.94
O7 2.5134 -2.0145 -1.5489  -0.95
O8 3.6737 3.1768 -2.5821  -0.94
O9 -1.9147 -0.5521 -2.9593  -0.95
O10 0.7024 -2.9441 0.1801  -0.97
O11 -0.8568 -1.9235 2.4495  -0.96
O12 4.5993 -0.4396 0.3088  -0.91

---

Record 3
Formula: H25O12
Source: the OMol25 dataset
Level of theory: the ωB97M-V functional and the def2-TZVPD basis

As for the spin multiplicity: 1. The charge is +1. Its relative energy (zero: lowest compared OMol25 entry of this formula, charge and spin) is 32.96 kcal per mole. For the HOMO-LUMO gap, the calculation gives 11.17 eV. Its total energy is -24969.60173 eV. The largest force on an atom is 2.4 eV/Å.

Each line ends with the natural charge from an NBO analysis.
CARTESIAN COORDINATES (ANGSTROEM)
O1 2.6672 1.6857 0.6870  -1.02
H1 2.8461 -3.4345 -1.2892  0.49
H2 -1.7032 0.9097 -2.0180  0.51
O2 -1.4552 -0.1605 1.1631  -0.83
H3 -0.5469 0.2248 1.3620  0.55
H4 -2.0544 0.6898 0.9329  0.53
O3 -3.3671 -0.1246 3.0241  -0.95
H5 1.3471 0.9168 1.9791  0.52
O4 3.9074 -0.2742 -1.1025  -0.98
H6 -3.2525 0.7601 3.3760  0.49
H7 4.7611 -0.7286 -1.0678  0.47
O5 1.9643 -2.2369 2.7160  -0.95
H8 1.8831 -2.2598 3.6727  0.47
H9 1.8579 -3.1557 2.4627  0.47
O6 2.5638 -2.5709 -0.9546  -0.94
H10 0.2327 -3.7171 -2.9419  0.47
H11 3.2435 -2.3056 -0.3276  0.47
O7 -2.9262 1.6580 0.3310  -0.96
H12 -3.7680 1.9329 0.6989  0.51
H13 2.3247 2.0994 -0.1020  0.50
O8 -2.3599 0.2476 -1.7575  -1.00
H14 -2.0644 -0.6585 -1.8420  0.52
H15 -1.9275 -0.4530 1.9904  0.53
O9 0.4551 1.2664 2.1599  -0.98
H16 -2.9289 -0.7645 3.6081  0.49
H17 0.5893 2.2063 2.0207  0.50
O10 -1.4577 3.8941 -1.1114  -0.92
H18 -1.4703 3.4779 -1.9832  0.46
H19 -2.3425 3.6374 -0.8222  0.47
O11 -0.1390 -3.5903 -2.0672  -0.94
H20 3.2473 -0.9612 -1.3501  0.50
H21 3.3909 1.0519 0.7336  0.53
O12 -0.0268 0.5352 -3.0060  -0.96
H22 -3.0706 1.2807 -0.5812  0.53
H23 -0.2957 0.3928 -3.9131  0.49
H24 -0.5420 -4.4185 -1.8235  0.47
H25 0.7042 1.1671 -3.0292  0.49

---

Record 4
Formula: H25O13
Source: the OMol25 dataset
Level of theory: the ωB97M-V functional and the def2-TZVPD basis

As for the spin multiplicity: 1. The charge is -1. Its relative energy (zero: lowest compared OMol25 entry of this formula, charge and spin) is 68.30 kcal per mole. For the HOMO-LUMO gap, the calculation gives 8.67 eV. Its total energy is -27024.41342 eV. The largest force on an atom is 4.6 eV/Å.

Each line ends with the natural charge from an NBO analysis.
CARTESIAN COORDINATES (ANGSTROEM)
O1 -2.3289 -0.3862 -1.5080  -1.12
H1 -1.8124 2.2685 -0.8135  0.51
H2 0.9543 2.5143 1.3943  0.51
O2 1.5952 1.3431 -2.2272  -0.93
H3 1.5175 1.1854 -1.2811  0.47
H4 -1.2954 3.6460 -1.3808  0.47
O3 -2.3298 -2.6579 -0.1136  -1.01
H5 -0.6356 0.0074 -3.0614  0.47
O4 -4.0432 -1.0051 1.1424  -0.98
H6 -4.1350 -0.9165 2.1365  0.46
H7 -3.4672 -1.7739 0.9844  0.50
O5 0.2260 0.7687 2.2757  -1.02
H8 -2.9344 -0.0565 -0.8207  0.48
H9 -0.3570 0.8635 1.4804  0.51
O6 0.4991 -3.9205 0.5114  -0.95
H10 0.3984 -3.0660 0.0903  0.48
H11 -0.3225 -3.8729 1.0484  0.47
O7 -1.2389 3.0916 -0.6406  -0.98
H12 2.0808 -1.1034 2.0400  0.46
H13 -2.2317 -1.8052 -0.6308  0.52
O8 1.4097 3.2436 0.7631  -1.00
H14 0.3995 -0.2026 2.2774  0.49
H15 -1.5748 -1.0129 1.3457  0.46
O9 -0.7996 -0.5693 -3.8739  -0.96
H16 0.8124 1.8958 -2.3225  0.46
H17 4.2578 0.6141 -0.0678  0.49
O10 3.5704 2.0402 -0.5035  -0.98
H18 -2.8711 -3.1906 -0.6766  0.46
H19 3.2477 2.3586 -1.3657  0.49
O11 -1.1963 -0.4699 0.6620  -1.22
H20 -1.4902 -0.3517 -0.6168  0.51
H21 3.7626 -0.3624 0.7803  0.44
O12 4.6512 -0.1237 0.4722  -0.97
H22 1.9760 -2.3219 2.8646  0.47
H23 0.5811 3.2637 0.1872  0.49
O13 2.0476 -1.3865 2.9578  -0.93
H24 2.7551 2.2762 -0.0010  0.50
H25 -1.6782 -0.8251 -3.5088  0.48

---

Record 5
Formula: H26Na2O17S
Source: the OMol25 dataset
Level of theory: the ωB97M-V functional and the def2-TZVPD basis

As for the spin multiplicity: 1. Its relative energy (zero: lowest compared OMol25 entry of this formula, charge and spin) is 43.58 kcal per mole. For the HOMO-LUMO gap, the calculation gives 6.05 eV. Its total energy is -54899.80758 eV. The largest force on an atom is 2.4 eV/Å.

Each line ends with the natural charge from an NBO analysis.
CARTESIAN COORDINATES (ANGSTROEM)
Na1 3.3366 -1.3505 1.4931  0.97
Na2 2.6124 1.5598 2.1525  0.98
S1 0.3587 -0.0084 0.0391  2.66
O1 -0.6275 1.0244 0.2796  -1.10
O2 -0.2698 -1.2946 -0.3043  -1.10
O3 1.2115 0.4128 -1.0864  -1.10
O4 1.1393 -0.2624 1.2969  -1.22
O5 -0.6798 -1.2975 -3.2069  -0.97
H1 -0.3113 -1.3888 -2.3243  0.47
H2 -1.2484 -0.5139 -3.1467  0.50
O6 -1.7102 1.4093 -2.1041  -0.98
H3 -1.1251 1.5440 -1.3376  0.47
H4 -2.5424 1.1050 -1.7142  0.50
O7 3.4656 -1.2403 -1.5617  -0.94
H5 2.7665 -1.0392 -2.2015  0.51
H6 3.3913 -0.5409 -0.9127  0.43
O8 1.7895 -3.0800 0.3428  -0.99
H7 1.0208 -2.5863 -0.0097  0.51
H8 1.4746 -3.4586 1.1704  0.46
O9 -0.9793 3.9375 0.9174  -0.96
H9 -0.5456 4.5963 0.3645  0.48
H10 -0.5849 3.1016 0.6501  0.48
O10 2.5999 1.6131 -3.1073  -0.95
H11 3.4338 1.6493 -2.6314  0.44
H12 1.9914 1.1139 -2.5205  0.49
O11 -3.2477 1.7536 0.6755  -0.97
H13 -2.4837 1.1596 0.5659  0.48
H14 -2.8779 2.6468 0.6262  0.49
O12 0.6165 -0.9523 4.0297  -0.99
H15 -0.1227 -1.5450 3.8218  0.50
H16 0.6821 -0.3983 3.2428  0.47
O13 1.3780 3.3655 -0.6509  -0.94
H17 0.8595 2.5649 -0.8274  0.50
H18 2.2602 3.0442 -0.4710  0.44
O14 -0.9138 1.6225 3.1626  -0.91
H19 -1.1958 1.4581 2.2567  0.49
H20 -0.0559 2.0377 3.0782  0.42
O15 -1.1648 -4.0429 -0.9764  -0.95
H21 -1.1766 -3.0834 -0.8734  0.47
H22 -0.7158 -4.1873 -1.8167  0.47
O16 -1.1903 -2.3568 2.1081  -0.96
H23 -0.7137 -3.1752 2.2829  0.46
H24 -0.6970 -1.9185 1.3779  0.49
O17 -3.2125 -0.9251 -1.0756  -0.95
H25 -3.6131 -0.7101 -0.2235  0.48
H26 -2.3822 -1.3636 -0.8504  0.48

---

Record 6
Formula: H26NeO13
Source: the OMol25 dataset
Level of theory: the ωB97M-V functional and the def2-TZVPD basis

As for the spin multiplicity: 1. Its relative energy (zero: lowest compared OMol25 entry of this formula, charge and spin) is 13.23 kcal per mole. For the HOMO-LUMO gap, the calculation gives 9.82 eV. Its total energy is -30549.65157 eV. The largest force on an atom is 1.0 eV/Å.

Each line ends with the natural charge from an NBO analysis.
CARTESIAN COORDINATES (ANGSTROEM)
Ne1 -0.1831 0.0392 0.3972  0.00
O1 1.7150 3.1540 -0.5300  -0.95
H1 2.1511 2.9040 -1.3446  0.49
H2 1.6388 4.1067 -0.5811  0.49
O2 -2.3842 -2.3398 0.1368  -0.99
H3 -2.4775 -1.5748 -0.4309  0.49
H4 -1.4567 -2.5695 0.0796  0.47
O3 -1.0527 0.5974 -3.3127  -0.99
H5 -1.6792 0.5762 -2.5894  0.49
H6 -0.3197 0.0607 -3.0112  0.48
O4 -2.4329 -1.2780 3.2268  -0.95
H7 -3.1328 -1.5519 2.6340  0.47
H8 -1.6594 -1.2057 2.6677  0.48
O5 3.6667 -0.9987 1.5212  -0.95
H9 3.8994 -1.9235 1.4380  0.47
H10 2.8450 -1.0012 2.0121  0.50
O6 3.8331 -0.4910 -1.1978  -0.97
H11 4.1884 -1.2514 -1.6579  0.46
H12 3.6460 -0.8105 -0.3151  0.49
O7 0.3782 -2.8582 -0.0312  -0.96
H13 0.4285 -3.8138 -0.0079  0.49
H14 0.8772 -2.6105 -0.8096  0.51
O8 0.6736 -1.9941 2.5530  -0.97
H15 0.8744 -2.8155 3.0017  0.47
H16 0.6223 -2.2326 1.6274  0.49
O9 -2.8909 1.8779 1.3760  -0.97
H17 -2.0516 2.3289 1.4679  0.50
H18 -3.5313 2.4844 1.7478  0.47
O10 -3.0386 0.1863 -1.2492  -0.98
H19 -3.1621 0.6439 -0.4176  0.51
H20 -3.8720 0.2927 -1.7078  0.48
O11 -0.0061 2.5996 1.8830  -0.96
H21 0.5372 2.6200 1.0952  0.49
H22 0.5182 2.1194 2.5238  0.48
O12 1.0576 -0.7913 -2.1234  -0.97
H23 1.5731 -0.2275 -1.5467  0.50
H24 1.6446 -0.9890 -2.8532  0.48
O13 -0.7927 3.1365 -1.8274  -0.98
H25 0.0771 3.2226 -1.4373  0.46
H26 -0.7217 2.3780 -2.4071  0.48